# C22H33N2OP3V

A structure of composition C22H33N2OP3V in a non-equilibrium geometry (ωB97M-V/def2-TZVPD, OMol25).

```
62
Properties=species:S:1:pos:R:3:forces:R:3
O 1.6614 0.5592 -2.3841 -2.052 0.153 -0.057
C 1.3014 -2.6756 -0.9387 -0.264 -0.230 -0.261
C 0.9703 0.5385 -3.5688 3.079 0.285 0.609
P 1.9657 -1.1441 -0.2238 1.095 -1.253 0.745
H 0.8748 3.0896 0.5311 0.074 -0.029 -0.472
C -0.1578 2.8523 -1.7751 0.662 0.480 -0.515
H 3.1677 -1.0415 -0.9618 -0.212 0.133 0.279
H 0.9699 -0.8305 4.0317 -0.020 -0.262 -0.221
C -2.5799 -0.0206 -1.8544 -0.020 0.493 -0.036
C -0.7705 3.6533 3.3155 -0.090 0.078 0.004
H -2.8783 -0.2164 3.0634 -0.159 0.082 -0.216
H 0.3814 3.4801 -2.4969 -0.177 -0.356 0.069
H -0.1950 0.9571 -3.2867 0.770 -0.950 -0.727
H -3.0504 -1.1716 1.5878 0.033 0.444 -0.083
C -0.9946 1.7545 -2.4231 -2.471 -0.252 2.703
V -0.0280 0.0404 -0.3695 1.171 1.541 -1.209
C 0.8214 -4.1414 3.2592 -0.392 1.507 -0.088
C -2.0134 -1.4239 -2.0356 -0.650 -0.896 -0.508
H -3.1786 0.6502 1.5154 0.096 -0.542 0.075
C 1.3031 -0.8275 -4.2151 -0.665 -0.465 -0.617
C 0.6637 -1.7379 3.5125 -0.121 0.563 -0.055
H 2.4511 -1.7038 1.0051 0.109 0.055 -0.449
H -1.4629 4.4931 3.3693 0.223 -0.179 0.055
H 1.7006 0.7105 2.9338 -0.029 0.027 -0.017
C -1.2163 2.4445 2.8024 0.096 -0.464 -0.070
H -2.7391 -2.1577 -1.6530 0.232 -0.056 -0.073
H -3.3112 -0.0106 -1.0299 0.174 0.068 -0.309
C 0.0154 -2.6564 -1.4797 -1.824 0.297 -0.005
P 1.0359 2.1521 -0.5481 0.477 1.512 0.428
N -1.4813 0.8523 -1.4971 0.770 2.160 -1.832
C -0.8064 -2.8986 1.9941 -0.005 1.346 -0.211
C 1.4032 1.6478 -4.5435 -0.308 0.290 -0.234
P -0.8902 -0.1262 1.7632 -0.140 -0.239 0.753
H 0.9159 2.5866 -4.2588 0.299 -0.010 -0.243
H 2.4957 1.7890 -4.5026 -0.412 -0.159 0.024
H -0.7771 3.5804 -1.2110 -0.195 -0.741 -0.455
H 2.4207 -0.9316 -4.2901 -1.036 0.527 0.162
C -2.6807 -0.2152 1.9836 -0.448 0.142 0.495
C 0.5409 3.7778 3.7552 0.013 -0.002 -0.023
H 2.0644 -2.9788 4.5769 -0.248 0.129 -0.008
C -0.3506 1.3504 2.6837 0.163 0.109 0.252
C 0.9844 1.5103 3.0768 -0.015 0.073 0.064
H -1.6747 2.1123 -3.2118 0.199 -0.337 0.017
H -0.4699 -3.5423 -1.9586 0.773 0.603 0.195
H -1.6343 -2.8602 1.2905 0.164 -0.165 -0.058
H 0.9019 -0.9591 -5.2387 0.056 0.072 0.481
H 0.9777 -1.6692 -3.5987 -0.072 0.133 -0.098
H 1.1078 1.4148 -5.5865 0.132 0.127 0.558
H -2.2407 2.3375 2.4743 -0.066 0.152 0.053
H 2.4413 2.8040 3.9986 -0.104 -0.058 -0.119
H 2.2731 2.6296 -1.0521 -0.293 -0.408 0.367
N -0.7344 -1.5572 -1.3562 0.372 -2.000 -0.803
C 1.4194 2.7008 3.6470 -0.232 0.151 -0.075
H 1.8566 -3.5920 -1.0041 0.256 -0.253 0.010
C -0.2353 -4.0938 2.3440 0.317 -1.120 0.164
H -1.9317 -1.6173 -3.1211 0.375 -0.139 0.404
H -0.6048 -5.0199 1.8833 0.152 0.398 0.305
H 1.2746 -5.0752 3.5061 0.265 -0.406 0.166
H -3.0777 0.3261 -2.7794 0.042 -0.242 0.406
H 0.8775 4.7226 4.1665 0.024 -0.100 0.009
C -0.3199 -1.6856 2.5230 -0.081 -0.237 0.524
C 1.2468 -2.9362 3.8606 0.137 -1.578 -0.224
```
Positions in Å, forces in eV/Å.

Calculated values
total charge	+1
spin multiplicity	5
HOMO-LUMO gap (alpha / beta)	7.62 / 6.14	eV
LUMO level (alpha / beta)	-2.676 / -5.019	eV
E_tot	-81921.454	eV
max |F|	3.7	eV/Å